[1]
The following is a DFT calculation (the ωB97M-V functional and the def2-TZVPD basis) of a cluster of 9 separate species, C39H92F6N9O16S6 in total in a non-equilibrium geometry.

Geometry as XYZ:
```
168
Properties=species:S:1:pos:R:3
O 5.255 2.356 7.070
H 0.305 0.221 -5.237
H -7.980 -0.905 -5.304
H -7.558 0.207 -6.669
H -4.094 0.933 -5.728
H -5.589 -1.130 -4.869
H -1.513 -1.138 -5.790
C -0.492 0.164 4.626
H -4.328 -1.740 -10.434
O 2.991 1.393 7.441
H 0.201 1.212 0.192
H -1.954 11.278 1.001
H 12.844 0.668 3.909
H -3.054 -1.999 -1.486
C 0.482 -0.421 -6.100
H -5.485 3.265 5.702
N -0.849 10.356 2.577
H -1.158 -6.645 0.855
O -0.847 7.106 -5.411
H -1.871 -6.204 -0.650
H -4.225 -6.068 2.776
H 7.241 4.461 1.277
H 0.336 8.227 3.324
O 2.753 -5.788 3.501
C 0.860 1.355 1.049
C -2.372 -6.576 4.818
C 8.502 0.089 2.307
H 9.772 2.056 -0.309
C 7.453 0.847 0.173
S 3.134 -4.371 3.406
H 10.569 1.804 1.222
C -2.867 -4.522 0.917
C -2.029 -6.259 3.322
H 8.033 3.694 -0.105
C -1.721 0.313 -7.327
F 2.927 4.009 3.968
F 1.984 -3.041 -0.100
C -2.049 -6.797 0.247
N -2.551 5.116 -4.855
H 11.578 0.049 5.018
N 2.170 -3.402 2.284
C -4.209 -8.055 -0.118
H 9.268 1.145 4.032
H -4.415 -3.977 -0.570
O 4.499 -3.999 3.618
H 7.537 0.200 2.801
C -7.217 -0.599 -6.019
S 2.800 -3.890 1.028
H -1.526 0.301 4.309
H -4.459 -6.073 -0.755
H 1.103 -0.044 -6.912
H 9.514 -0.647 3.965
C -3.638 -0.896 -10.421
F -2.607 3.938 -3.015
C -4.445 -6.554 0.223
C -1.802 11.459 2.065
C 8.184 2.579 1.960
C -4.116 -0.717 -7.180
S -1.368 5.805 -5.816
N -3.205 -6.038 0.961
H -6.046 0.458 -4.547
H -7.091 -1.469 -6.663
H 11.558 1.709 4.452
H -2.685 -2.082 0.303
H -3.410 -4.162 1.791
H -1.683 -5.225 3.321
C 10.295 -0.073 -0.074
H 11.137 0.004 -0.761
C -0.478 7.865 2.697
C -2.677 -1.123 -9.218
C -2.676 -2.598 -0.657
H -3.513 -7.620 2.367
H -4.770 2.105 4.503
H -1.794 -4.445 1.094
S 4.048 1.739 6.538
H -2.432 -7.639 5.051
O -0.491 4.915 -6.578
C 11.783 0.685 4.157
H -2.944 -4.391 -1.347
N -6.494 1.478 5.523
C 9.902 1.335 0.498
F 4.759 0.321 6.202
H -0.439 10.575 3.473
H -3.162 -0.796 -11.396
O 4.900 4.489 5.261
H -7.374 1.766 5.927
C -4.388 0.362 -10.050
F 2.465 -3.809 4.796
C 8.055 3.800 0.980
H -6.353 3.070 4.174
H 9.075 2.666 2.582
H -8.318 -0.504 5.973
C -3.551 1.054 -8.953
H -5.297 -6.295 0.851
H -1.593 -2.725 -0.676
H 7.321 2.323 2.574
H -5.156 1.130 -7.007
H -0.147 7.461 1.740
H -0.631 -1.624 -7.329
H -2.681 11.441 2.710
C -4.810 0.360 -6.317
H -5.379 0.177 -9.636
O -6.079 -0.080 3.711
N 0.468 0.344 3.456
C -6.885 0.347 4.582
H -4.493 -8.250 -1.153
H 9.636 -0.532 -0.812
O -2.739 8.802 2.429
H 8.705 -0.926 1.966
H -8.996 0.482 4.592
H -4.737 -8.772 0.509
H -6.085 1.000 6.313
O -1.012 1.969 2.365
N 3.664 2.072 5.143
C -3.333 -3.918 -0.446
S -1.675 5.017 -3.719
H 0.882 -1.338 -5.665
H -4.368 1.150 -10.803
H -2.308 -8.351 -1.245
H -0.306 -6.605 5.552
O -0.309 4.339 -3.731
H 1.439 2.265 0.891
H 10.625 -0.751 0.713
C -3.310 -6.551 2.432
H -3.874 1.969 -8.456
H -1.672 -0.840 -9.528
O 2.421 -5.231 0.545
H -2.237 -8.962 0.370
H 1.406 0.623 3.705
H -3.244 -6.057 5.214
C -1.260 -6.134 5.788
H -2.109 1.051 -6.625
H 0.007 10.321 2.042
H 8.890 4.497 1.038
O 10.919 0.454 3.013
H -1.005 7.078 3.237
H -0.193 -0.797 5.043
H -4.824 -1.223 -7.837
N 8.524 1.211 1.234
H -2.745 -2.137 -8.823
H -0.244 0.870 5.419
C -2.662 -8.159 -0.233
H -1.047 0.860 -7.986
F -2.477 6.227 -6.909
O 4.154 -3.384 0.683
O 2.564 4.370 6.218
H 1.522 0.490 0.995
C -1.492 9.011 2.589
H 7.699 -0.182 -0.089
H -1.203 -5.046 5.799
H -3.577 -1.408 -6.533
H -1.186 -6.923 3.133
H -8.376 -1.138 4.287
H -1.308 12.427 2.147
C 0.039 1.320 2.317
H 7.604 1.516 -0.675
H 6.465 1.035 0.591
O -1.796 6.141 -2.805
S 3.642 3.785 5.414
C -8.260 -0.255 4.914
H -1.506 -6.455 6.801
H -2.617 1.346 -9.435
N -2.985 -0.086 -8.057
C -0.909 -0.825 -6.642
C -5.901 -0.223 -5.386
C -5.677 2.582 4.875
C 9.579 0.296 3.423
H 0.618 -0.551 3.012
```

total charge	+3
largest force on an atom	12.9	eV/A
total energy	-6224.7625	Ha
LUMO	-7.16	eV
HOMO-LUMO gap	5.5	eV

***

[2]
The following is a DFT calculation (the ωB97M-V functional and the def2-TZVPD basis) of a structure of composition C4H13NO3 in a non-equilibrium geometry.

Geometry as XYZ:
```
21
Properties=species:S:1:pos:R:3
C 1.631 -0.066 1.560
H -2.892 0.233 -1.018
H 0.688 0.277 2.010
H -1.963 1.134 0.967
O 2.741 0.421 1.945
N -1.561 1.375 0.071
H -0.569 1.556 0.177
H 2.773 -0.290 -1.092
H -2.754 -1.866 0.108
C -1.684 -1.671 0.259
H -1.435 0.768 -1.894
O -1.156 -0.874 -0.781
H -1.145 -2.617 0.240
H 2.490 1.254 0.646
H 1.571 -1.054 1.076
H 2.088 1.113 -1.960
C 1.898 0.356 -1.196
C -1.809 0.395 -0.939
O 1.603 1.008 0.044
H 1.031 -0.243 -1.469
H -1.547 -1.209 1.246
```

largest force on an atom	2.8	eV/A
total energy	-440.5702	Ha
relative energy (zero: lowest compared OMol25 entry of this formula, charge and spin)	90.99	kcal/mol
LUMO	0.80	eV
HOMO-LUMO gap	10.4	eV

***

[3]
The following is a DFT calculation (the ωB97M-V functional and the def2-TZVPD basis) of a structure of composition C5H6OS2 in a non-equilibrium geometry.

Geometry as XYZ:
```
14
Properties=species:S:1:pos:R:3
H -1.434 -1.677 1.913
H 0.149 1.558 -1.548
S -1.401 1.184 0.276
H 0.277 -1.915 1.459
H -0.184 -0.662 2.700
C -1.121 -1.231 -0.653
C -0.502 -0.399 0.426
S 2.331 -0.158 -0.021
H 0.636 2.590 -0.016
H -2.116 -1.673 -0.336
C -0.445 -1.203 1.757
C 0.806 0.345 -0.002
C 0.289 1.671 -0.457
O -0.798 -1.216 -1.836
```

largest force on an atom	2.8	eV/A
total energy	-1065.6683	Ha
relative energy (zero: lowest compared OMol25 entry of this formula, charge and spin)	37.93	kcal/mol
LUMO	-0.53	eV
HOMO-LUMO gap	8.6	eV

***

[4]
The following is a DFT calculation (the ωB97M-V functional and the def2-TZVPD basis) of a cluster of 2 separate species, C5H11NO in total.

Geometry as XYZ:
```
18
Properties=species:S:1:pos:R:3
H -0.974 0.841 1.260
H 1.894 -2.012 0.297
C 1.713 -0.948 0.489
C 0.265 2.091 -0.044
H -1.976 -1.538 -0.656
C -0.918 -1.742 -0.475
H -1.787 1.382 -0.249
C -1.067 1.653 0.529
H 1.127 1.936 0.638
N 1.096 -0.291 -0.647
H -0.756 -1.898 0.596
H -1.478 2.525 1.048
H -0.483 -0.064 -1.859
H 2.675 -0.468 0.689
H -0.666 -2.679 -0.983
H 1.100 -0.869 1.400
O 0.385 2.653 -1.105
C -0.060 -0.643 -1.030
```

largest force on an atom	0.5	eV/A
total energy	-327.0553	Ha
relative energy (zero: lowest compared OMol25 entry of this formula, charge and spin)	47.73	kcal/mol
LUMO	0.87	eV
HOMO-LUMO gap	10.3	eV
SMILES	C/C=N\C.CC=O

***

[5]
The following is a DFT calculation (the ωB97M-V functional and the def2-TZVPD basis) of a structure of composition C20H19Br3N4O8 in a non-equilibrium geometry.

Geometry as XYZ:
```
54
Properties=species:S:1:pos:R:3
H -2.612 -0.365 -1.334
H -3.690 0.621 2.752
N -0.573 5.772 2.323
N -0.617 0.374 -1.317
C 1.633 -1.624 -2.452
H 5.173 -0.346 -3.393
H -5.163 -1.325 1.847
C -1.479 -4.055 -5.094
Br 0.141 -5.046 -4.589
O -1.652 1.326 4.003
C 2.485 -1.080 -1.496
H 4.388 -0.201 -1.090
O -0.122 6.759 2.877
O 0.777 -1.115 0.050
C -1.631 -0.674 -0.995
C -1.558 -2.001 2.904
H -1.333 -1.547 -1.571
C -0.164 3.413 1.694
C 2.068 -1.711 -3.762
H 0.343 1.379 1.205
C 1.679 4.794 2.423
C 3.674 -0.467 -1.859
H 2.731 1.721 1.430
C 2.554 3.717 2.200
H 1.527 -2.332 -4.460
O -1.708 5.673 1.904
C -3.639 -2.695 1.967
O -0.214 1.102 -0.443
H 0.742 -2.168 -2.166
C 3.291 -1.139 -4.107
H 3.604 3.917 2.362
H 3.618 -1.400 -5.110
N -1.135 0.349 3.474
O 2.742 -0.540 0.735
H -1.183 3.248 1.372
H 2.187 5.706 2.699
Br -2.466 -3.479 -3.513
C -3.330 -0.391 2.620
O 0.068 0.161 3.414
H -2.054 -4.761 -5.674
C -2.363 -3.024 2.432
C -4.110 -1.399 2.096
H -1.979 -4.033 2.478
C 0.699 2.350 1.519
H -4.297 -3.514 1.707
C 0.325 4.642 2.170
C -2.009 -0.688 2.934
C 4.132 -0.539 -3.188
C 2.072 2.540 1.688
Br -1.142 -2.517 -6.234
H -0.515 -2.183 3.133
N 1.963 -0.914 -0.118
O -0.423 0.553 -2.512
H -1.456 -0.846 0.065
```

largest force on an atom	2.9	eV/A
total energy	-9316.0760	Ha
relative energy (zero: lowest compared OMol25 entry of this formula, charge and spin)	11.92	kcal/mol
LUMO	-0.72	eV
HOMO-LUMO gap	8.4	eV

***

[6]
The following is a DFT calculation (the ωB97M-V functional and the def2-TZVPD basis) of a cluster of 7 separate species, C21H42O21 in total in a non-equilibrium geometry.

Geometry as XYZ:
```
84
Properties=species:S:1:pos:R:3
H 0.304 -15.668 15.729
H 12.510 -7.859 15.032
H 2.642 -8.029 23.577
O 9.674 -9.550 9.194
H 11.196 -11.381 10.494
O 11.528 -11.094 12.511
H 1.593 -11.154 8.695
O 3.483 -9.863 23.561
C 9.265 -9.124 15.294
O 5.856 -15.230 17.887
O 1.383 -13.502 17.820
H 7.153 -11.143 22.666
H 2.455 -12.554 8.297
O 2.916 -12.820 16.238
H 13.752 -9.141 15.020
O 7.992 -15.808 17.073
C 5.018 -15.119 15.218
H 13.481 -7.967 13.576
H 9.589 -16.152 18.290
H 9.240 -9.325 14.223
H 11.857 -7.949 8.631
C 7.553 -9.190 11.066
H 6.654 -12.594 18.105
H 6.933 -9.693 21.800
H 7.013 -9.037 10.132
H 4.095 -11.240 16.336
O 6.698 -11.343 16.475
C 4.814 -9.768 23.385
H 3.402 -8.437 25.185
H 7.836 -10.228 11.245
H 8.907 -8.098 15.385
H 2.448 -10.908 17.061
C 7.301 -11.842 17.654
H 1.507 -16.847 15.606
O 6.299 -15.522 15.630
C 12.034 -8.380 9.616
O 12.125 -9.430 13.827
H 3.678 -11.807 17.935
O 5.175 -10.667 22.398
H 11.113 -12.844 11.486
O 5.606 -8.958 23.947
C 11.639 -11.900 11.344
C 9.811 -8.748 10.133
H 3.542 -10.192 13.496
C 7.256 -10.302 15.701
H 3.395 -11.101 8.360
C 2.054 -13.736 16.799
H 10.321 -9.152 15.564
H 4.439 -11.573 14.309
C 3.497 -11.225 11.086
C 12.401 -10.084 12.625
O 6.807 -9.940 14.598
H 1.165 -16.345 17.148
H 8.360 -12.101 17.645
O 8.929 -8.509 11.106
H 6.931 -8.869 11.901
C 13.076 -8.548 14.405
H 8.082 -16.445 19.138
O 10.933 -8.061 10.418
H 4.744 -14.168 15.675
H 5.059 -10.461 13.031
C 1.276 -15.929 16.147
H 4.895 -14.730 14.208
O 13.326 -9.799 11.864
H 6.462 -11.304 21.010
C 3.270 -11.614 16.943
O 3.556 -11.803 12.405
C 6.623 -15.492 16.938
H 12.210 -9.436 9.413
C 2.813 -8.790 24.339
C 8.549 -15.835 18.365
H 1.864 -9.225 24.652
O 4.058 -10.162 10.815
H 8.685 -14.825 18.752
C 6.510 -10.692 21.910
C 2.567 -11.619 8.845
H 12.630 -12.180 10.987
O 8.512 -9.983 16.150
H 12.911 -7.938 10.089
O 2.859 -12.065 10.179
H 7.325 -11.066 18.419
O 2.097 -14.822 15.897
H 4.213 -15.833 15.393
C 4.210 -11.046 13.383
```

largest force on an atom	4.4	eV/A
total energy	-2405.2989	Ha
relative energy (zero: lowest compared OMol25 entry of this formula, charge and spin)	99.66	kcal/mol
LUMO	0.40	eV
HOMO-LUMO gap	10.9	eV
SMILES	COC(=O)OC.COC(=O)OC.COC(=O)OC.COC(=O)OC.COC(=O)OC.COC(=O)OC.COC(=O)OC